Entry 1:
A molecular structure, C6H10BEuF9NO7S3 in a non-equilibrium geometry, computed with the ωB97M-V functional and the def2-TZVPD basis.

Output
Spin multiplicity: 7
Total energy in a.u.: -3643.75136
Total charge: +2
HOMO (alpha / beta) in hartree: -0.60065 / -0.59855
Gap between HOMO and LUMO (alpha / beta) in eV: 7.97 / 7.09

```
38
Properties=species:S:1:pos:R:3:forces:R:3:lowdin_charge:R:1
O 1.2089 -0.4384 2.6832 -0.4 0.3 0.8 -0.241
S 1.7413 -0.2377 1.3916 0.3 -0.5 -0.7 0.554
O 1.3979 0.9218 0.6077 -0.4 0.5 -0.1 -0.292
C 1.1500 -1.6446 0.4361 0.0 0.0 0.0 -0.215
C 0.9344 -1.3720 -1.0466 0.0 -0.1 0.0 -0.183
C -0.5335 -1.4591 -1.4371 1.3 1.6 -0.4 -0.233
C -1.4059 -0.4510 -0.6190 -0.1 -0.7 -1.2 -0.113
C -2.7955 -0.1586 -1.1915 0.4 1.9 -1.6 -0.316
F -2.7930 0.7995 -2.1414 0.0 -1.5 1.5 0.197
F -3.2049 -1.3996 -2.0047 -1.7 3.6 -2.0 -0.135
C -3.9663 -0.0123 -0.1956 -0.4 1.0 -0.2 -0.420
F -5.0937 0.0939 -0.8731 0.2 0.0 0.2 0.191
F -4.0011 -1.2116 0.4835 0.2 -0.4 0.0 0.029
S -3.7779 1.4325 1.0948 0.7 -0.9 -0.9 0.720
F -4.8272 2.2622 0.3435 -0.5 0.4 -0.5 -0.051
F -2.6377 2.0536 0.1690 0.1 0.0 0.0 -0.108
F -2.6613 0.5261 1.7905 0.1 0.0 0.1 -0.121
F -4.8742 0.7463 1.9349 -0.6 -0.5 0.5 -0.060
F -3.5700 2.5174 2.1337 0.2 0.6 0.6 -0.018
N 3.3158 -0.4272 1.4493 0.1 -0.5 0.7 -0.233
S 4.1945 -0.5288 0.2295 0.4 0.4 -0.1 0.531
O 5.6031 -0.7304 0.7171 0.2 -0.1 0.1 0.030
O 4.0003 -1.5961 -0.6997 -0.1 -0.4 -0.2 -0.143
O 4.1095 0.7675 -0.5550 -0.1 0.3 -0.7 -0.014
B 4.1453 2.1087 0.0081 0.1 -0.6 -0.1 -0.811
O 4.9468 2.1774 1.0663 0.2 0.1 0.4 0.262
O 3.4398 3.0594 -0.6072 -0.1 0.5 0.1 0.256
H 1.8160 -2.4852 0.5849 0.2 -0.1 0.2 0.116
H 0.2380 -1.8539 0.9959 -0.2 -0.2 0.0 0.083
H 1.2890 -0.3893 -1.3333 0.1 0.2 0.0 0.125
H 1.5016 -2.0816 -1.6348 0.1 -0.2 -0.2 0.131
H -0.8302 -2.4855 -1.2295 4.0 0.8 -1.2 -0.024
H -0.6235 -1.2695 -2.5031 -0.2 -0.2 -0.3 0.154
H -0.8768 0.4945 -0.5954 0.2 0.2 0.3 0.158
H -1.4671 -0.8278 0.3866 -0.2 0.3 0.9 0.096
H 4.8746 2.9841 1.5825 0.2 0.2 0.0 0.149
H 2.4877 2.9555 -0.5827 -0.2 -0.1 -0.3 0.116
Eu -2.4545 -2.8398 -0.8391 -4.0 -6.3 4.2 1.831
```
Forces are in eV/Å.


Entry 2:
6 unconnected molecules or ions with the total composition C35H52BrF5N2O14S6 in a non-equilibrium geometry, computed with the ωB97M-V functional and the def2-TZVPD basis.

Output
SMILES: [H]/N=C\Cc1ccc(S(=O)(=O)C(F)(F)C(F)(F)F)c2c1C(=O)N(CCCBr)C2=O.O=S1(=O)CCCC1.O=S1(=O)CCCC1.O=S1(=O)CCCC1.O=S1(=O)CCCC1.O=S1(=O)CCCC1
Total energy in a.u.: -7990.09567
HOMO in hartree: -0.36723
Gap between HOMO and LUMO in eV: 9.34

```
115
Properties=species:S:1:pos:R:3:forces:R:3:lowdin_charge:R:1
N -1.2963 -6.1505 5.3976 0.2 0.1 -0.1 0.106
C -0.5784 -5.7942 4.4195 -0.3 -0.2 -0.3 -0.249
C -0.9920 -5.9214 2.9632 0.5 -0.1 0.4 -0.100
C -1.2562 -4.6119 2.2625 -0.1 -1.4 0.0 -0.129
C -0.8105 -3.4003 2.7199 1.0 -0.4 1.0 0.006
C -1.0380 -2.2309 2.0350 -0.1 0.8 -0.4 0.005
C -1.7484 -2.2668 0.8411 0.2 1.1 0.5 -0.171
S -2.1172 -0.8955 -0.2500 -0.3 -1.3 -2.9 0.780
O -3.5015 -0.8844 -0.6089 -0.6 0.6 1.6 -0.256
O -1.2991 -1.0656 -1.4166 1.3 0.4 0.6 -0.257
C -1.6002 0.7539 0.4305 0.0 0.0 1.2 -0.471
F -0.3841 0.6452 0.9949 0.2 -0.3 0.1 0.114
F -1.4815 1.5717 -0.5985 -0.3 0.0 -0.6 0.156
C -2.5516 1.4032 1.4834 -0.3 1.0 -0.4 -0.582
F -2.3426 2.7292 1.4205 0.1 0.1 0.0 0.168
F -2.2834 1.0147 2.7047 0.2 -0.5 0.3 0.186
F -3.8341 1.1950 1.2268 0.0 -0.2 -0.2 0.184
C -2.2168 -3.4738 0.4060 -0.7 -0.1 -1.8 -0.058
C -1.9844 -4.6316 1.0999 0.1 -0.8 -0.5 -0.037
C -2.6550 -5.7860 0.3574 0.3 0.5 0.7 -0.320
O -2.4726 -6.9776 0.4394 -0.5 1.1 0.2 0.152
N -3.5619 -5.1218 -0.4959 -0.2 -1.0 -0.9 0.022
C -4.9913 -5.2380 -0.2308 -0.5 0.2 0.1 -0.109
C -5.3849 -4.8603 1.2197 -0.6 0.2 0.1 -0.242
C -6.1266 -3.5100 1.3153 0.4 -0.4 0.2 -0.566
Br -5.6612 -2.5993 2.9967 -0.1 0.0 -0.4 0.606
C -3.0377 -3.8534 -0.8372 0.2 0.4 0.4 -0.314
O -3.1946 -3.2936 -1.8869 -0.2 -0.4 0.8 0.150
H -2.1846 -6.5073 5.0372 -0.1 0.0 0.2 0.049
H 0.4243 -5.4078 4.6153 -0.1 0.1 0.1 0.111
H -1.8534 -6.5869 2.8760 0.0 0.1 0.1 0.114
H -0.1821 -6.4449 2.4385 -0.1 0.1 -0.1 0.138
H -0.2355 -3.4406 3.6508 -0.4 0.5 -0.7 0.086
H -0.6674 -1.2909 2.4123 0.0 0.0 0.2 0.093
H -5.4815 -4.5251 -0.8984 0.0 -0.3 -0.2 0.127
H -5.3723 -6.2332 -0.4524 0.3 0.0 -0.2 0.126
H -4.5519 -4.8372 1.9228 0.2 -0.2 -0.3 0.073
H -6.0770 -5.6206 1.5890 0.2 0.0 0.1 0.111
H -5.8797 -2.8452 0.4899 0.0 0.2 0.2 0.056
H -7.1982 -3.6736 1.3672 0.0 0.2 -0.1 0.054
C 0.4676 0.3970 7.4565 -0.1 0.0 0.0 -0.216
C -0.6958 -0.3421 8.1303 0.1 0.0 0.0 -0.209
C -1.6064 -0.8763 7.0177 -0.2 0.1 0.4 -0.208
S -0.5506 -1.1345 5.5910 0.3 -0.1 0.8 0.696
O -0.9463 -0.2227 4.5507 0.0 -0.1 -0.3 -0.319
O -0.4145 -2.5513 5.3441 0.0 0.3 0.2 -0.335
C 0.9524 -0.5226 6.3401 0.2 0.2 0.2 -0.220
H 1.2663 0.6230 8.1609 0.0 0.0 0.0 0.117
H 0.1122 1.3401 7.0353 0.0 0.0 0.0 0.121
H -0.3057 -1.1752 8.7184 0.0 0.0 0.0 0.119
H -1.2472 0.3068 8.8090 0.0 0.0 0.0 0.116
H -2.0734 -1.8201 7.2890 0.0 0.0 -0.2 0.107
H -2.3700 -0.1518 6.7396 0.0 0.0 -0.1 0.108
H 1.5552 -0.0147 5.5900 -0.1 -0.1 -0.1 0.111
H 1.4947 -1.3789 6.7406 0.0 0.0 -0.1 0.111
C 3.6766 1.6847 -1.7751 -0.1 0.0 0.1 -0.221
C 2.2966 2.0120 -1.1918 0.0 0.0 -0.1 -0.200
C 2.3855 1.8280 0.3280 -0.4 0.0 -0.2 -0.229
S 4.0963 2.1433 0.7723 -0.1 0.1 -0.4 0.676
O 4.6774 0.9236 1.2725 0.0 0.1 0.2 -0.314
O 4.1790 3.3798 1.5159 0.1 -0.2 0.2 -0.335
C 4.6833 2.4168 -0.8942 0.0 -0.1 -0.3 -0.222
H 3.7583 1.9922 -2.8141 0.0 -0.1 0.1 0.078
H 3.8526 0.6085 -1.7279 0.1 0.0 -0.1 0.128
H 2.0403 3.0491 -1.4226 0.0 0.0 0.0 0.117
H 1.5180 1.3806 -1.6186 0.0 0.0 0.0 0.115
H 1.7442 2.5266 0.8610 0.1 0.0 0.2 0.097
H 2.1476 0.8082 0.6226 0.1 0.0 0.1 0.096
H 5.6986 2.0388 -0.9919 0.0 0.0 0.1 0.110
H 4.6627 3.4912 -1.0797 0.0 0.0 0.1 0.107
C 2.9346 6.0290 2.6808 0.0 0.1 0.0 -0.229
C 2.6258 6.4830 1.2508 0.0 0.0 0.0 -0.217
C 1.6955 7.7000 1.3452 0.0 -0.3 -0.3 -0.221
S 2.0671 8.4943 2.9141 0.3 -0.1 -0.1 0.660
O 0.9099 8.3928 3.7674 0.0 0.2 0.0 -0.324
O 2.7172 9.7569 2.6704 -0.2 0.1 0.1 -0.329
C 3.2815 7.2977 3.4539 0.1 -0.3 0.0 -0.229
H 3.7474 5.3093 2.7072 0.0 0.0 0.0 0.086
H 2.0509 5.5565 3.1172 0.0 0.0 0.0 0.123
H 3.5548 6.7665 0.7514 0.0 0.0 0.0 0.119
H 2.1703 5.6853 0.6646 0.0 0.0 0.0 0.105
H 1.8672 8.4094 0.5394 -0.1 0.1 0.1 0.100
H 0.6479 7.4047 1.3618 0.0 0.1 0.1 0.103
H 3.2217 7.1775 4.5331 -0.1 0.2 0.0 0.107
H 4.2644 7.6747 3.1721 0.0 0.1 0.0 0.108
C -2.6347 -1.4919 -5.8885 -0.1 0.1 0.0 -0.218
C -3.5706 -0.9923 -4.7822 0.0 -0.1 0.1 -0.209
C -4.9804 -0.9008 -5.3798 0.2 0.3 0.3 -0.218
S -5.0501 -2.1272 -6.6899 0.2 -0.1 0.3 0.661
O -5.2041 -1.4477 -7.9522 -0.1 -0.1 0.0 -0.326
O -5.9290 -3.2001 -6.2985 -0.1 0.0 -0.2 -0.330
C -3.3522 -2.6704 -6.5384 0.4 0.0 0.1 -0.232
H -1.6628 -1.7847 -5.4934 0.0 0.0 0.0 0.116
H -2.4756 -0.7001 -6.6249 0.0 0.0 0.0 0.117
H -3.5685 -1.7047 -3.9555 0.0 0.0 0.0 0.100
H -3.2493 -0.0301 -4.3862 0.0 0.0 0.0 0.116
H -5.7498 -1.1229 -4.6447 -0.1 0.0 -0.1 0.101
H -5.1657 0.0748 -5.8262 0.0 -0.1 -0.1 0.102
H -2.9621 -2.9277 -7.5206 -0.2 0.0 -0.1 0.105
H -3.3423 -3.5452 -5.8886 -0.1 0.0 0.0 0.107
C 5.5051 1.3076 -7.8095 0.0 0.1 0.0 -0.219
C 6.2339 2.5171 -7.2107 0.0 -0.1 0.0 -0.213
C 5.6248 2.7816 -5.8281 0.2 0.3 -0.2 -0.218
S 5.0227 1.1960 -5.2349 0.4 -0.1 -0.3 0.657
O 3.5858 1.2590 -5.1325 0.0 0.0 0.2 -0.321
O 5.8424 0.7545 -4.1347 -0.3 0.0 0.2 -0.322
C 5.4507 0.2630 -6.6989 0.0 0.0 -0.4 -0.228
H 6.0147 0.9244 -8.6922 0.0 0.0 0.0 0.116
H 4.4924 1.5939 -8.1020 0.0 0.0 0.0 0.120
H 7.2961 2.2865 -7.1070 0.0 0.0 0.0 0.118
H 6.1513 3.3953 -7.8495 0.0 0.0 0.0 0.115
H 6.3607 3.1674 -5.1266 -0.1 -0.1 0.1 0.103
H 4.7754 3.4601 -5.8863 -0.1 -0.1 0.1 0.105
H 4.7066 -0.5116 -6.8692 0.0 0.0 0.2 0.110
H 6.4294 -0.1857 -6.5303 0.0 0.0 0.1 0.109
```
Forces are in eV/Å.


Entry 3:
A molecular structure, C22H17Cl2N2OPdS3 in a non-equilibrium geometry, computed with the ωB97M-V functional and the def2-TZVPD basis.

Output
Total energy in a.u.: -3276.25540
Total charge: -1
HOMO in hartree: -0.16412
Gap between HOMO and LUMO in eV: 6.98

```
48
Properties=species:S:1:pos:R:3:forces:R:3:lowdin_charge:R:1
Pd 0.3073 -0.1455 -2.1342 -0.6 -0.8 0.7 0.434
C -0.2719 -1.2763 2.0897 0.0 0.1 0.0 -0.029
C 0.2686 -1.2812 0.6811 0.2 -0.1 0.1 -0.239
N -0.2179 -0.4694 -0.1972 -0.5 0.2 0.4 -0.092
N -1.2288 0.3931 0.2946 0.5 -0.2 0.1 -0.080
C -1.9566 0.8794 -0.6333 -0.6 -0.1 -0.3 -1.138
S -1.9069 0.4859 -2.3214 0.4 0.4 -0.2 0.501
S -3.2535 2.0016 -0.2095 0.0 0.0 -0.1 0.885
C -2.9633 2.2635 1.5524 -0.1 -0.2 0.1 -0.435
C -3.7593 1.3887 2.4920 0.1 0.0 0.0 -0.279
C -4.2539 1.9191 3.6785 0.0 0.0 0.0 -0.058
C -4.9356 1.1219 4.5897 0.0 0.0 0.0 -0.101
C -5.1335 -0.2236 4.3200 0.0 0.0 0.0 -0.108
C -4.6455 -0.7617 3.1345 0.0 0.0 0.0 -0.084
C -3.9646 0.0368 2.2280 0.0 0.0 0.0 -0.058
C 1.3310 -2.2277 0.3469 -0.2 -0.1 0.0 -0.114
C 1.5399 -3.3404 1.1837 0.0 0.0 0.0 -0.072
C 2.5173 -4.2762 0.9423 0.0 0.1 -0.1 -0.125
C 3.3385 -4.1051 -0.1848 0.0 -0.1 0.1 -0.111
C 3.1649 -3.0382 -1.0241 0.0 0.1 0.0 -0.023
C 2.1586 -2.0514 -0.7994 0.0 -0.1 0.1 -0.374
O 2.0897 -1.0546 -1.6010 0.3 0.3 -0.7 -0.202
H -0.5991 -0.2783 2.3618 0.0 0.0 0.0 0.064
H 0.4804 -1.6204 2.7932 0.0 0.0 0.0 0.071
H -1.1480 -1.9262 2.1597 0.0 0.0 0.0 0.093
H -3.1696 3.3169 1.7396 0.0 0.0 0.0 0.070
H -1.8974 2.0798 1.6957 0.0 0.1 0.0 0.073
H -4.1034 2.9721 3.8922 0.0 0.0 0.0 0.106
H -5.3106 1.5540 5.5096 0.0 0.0 0.0 0.095
H -5.6663 -0.8491 5.0254 0.0 0.0 0.0 0.094
H -4.7966 -1.8114 2.9140 0.0 0.0 0.0 0.100
H -3.5828 -0.3830 1.3053 0.0 0.0 0.0 0.097
H 0.8905 -3.4862 2.0372 0.0 0.0 0.0 0.094
H 2.6436 -5.1237 1.6024 0.0 0.0 0.0 0.084
H 4.1161 -4.8304 -0.3995 0.0 0.0 0.0 0.093
H 3.7887 -2.8977 -1.8977 0.0 0.0 0.0 0.109
Cl 1.5393 2.3497 -1.6171 0.2 0.4 0.0 0.678
C 2.5764 2.2769 -3.0172 0.0 -0.1 0.1 -0.647
C 3.7173 3.0596 -2.9611 0.0 0.0 0.0 -0.140
C 4.5893 3.0984 -4.0351 0.0 0.0 0.0 -0.111
C 4.2927 2.3580 -5.1650 0.0 0.0 -0.1 -0.144
C 3.1491 1.5797 -5.1974 0.0 0.0 -0.1 -0.685
Cl 2.8504 0.6944 -6.6740 0.0 0.0 0.1 0.616
C 2.2457 1.4743 -4.1247 -0.1 -0.2 0.0 -0.690
S 0.8349 0.4383 -4.2845 0.3 0.1 -0.2 0.504
H 3.9071 3.6410 -2.0691 0.0 0.0 0.0 0.093
H 5.4874 3.7008 -3.9917 0.0 0.0 0.0 0.095
H 4.9406 2.3739 -6.0309 0.0 0.0 0.0 0.092
```
Forces are in eV/Å.